Entry 1:
This record from OMol25 describes a cluster of 3 separate species, C2H10O2S in total at a distorted geometry. The level of theory is ωB97M-V/def2-TZVPD.

```
15
Properties=species:S:1:pos:R:3:forces:R:3
C -0.2599 -0.4743 -2.3208 -0.474 -0.461 0.201
S -1.2317 0.9304 -1.7758 1.063 -0.052 0.150
C 0.1128 1.9175 -1.0261 -0.472 -0.571 -0.304
H -0.1816 -1.0723 -1.4061 0.097 -0.117 0.107
H -0.7748 -1.0916 -3.0548 -0.293 0.278 -0.002
H 0.7451 -0.2568 -2.6629 0.067 0.495 -0.010
H 0.1691 2.7817 -1.6905 0.281 0.141 0.161
H 0.9986 1.2978 -1.0253 0.276 0.112 -0.259
H -0.0744 2.2120 0.0032 -0.573 0.157 -0.091
H -0.2667 0.9529 2.4337 0.058 0.135 0.490
H -0.6161 0.2767 3.7932 0.049 0.216 0.001
O -0.6275 0.1609 2.8388 -0.034 -0.352 -0.493
H 0.3971 -2.4186 1.2597 -0.273 0.063 -0.401
H 0.8788 -2.2741 2.6517 0.060 0.084 0.445
O 0.7313 -2.9422 1.9822 0.167 -0.126 0.006
```
Positions in Å, forces in eV/Å.

Computed properties:
Net charge: +1
Max |F|: 0.02090 Eh/bohr
Electronic energy: -630.5175 hartree
<S²>: 0.753
Energy above the lowest of the compared OMol25 structures with the same formula, charge and spin: 16.02 kJ/mol
2S+1: 2
Gap between HOMO and LUMO (alpha / beta): 0.3693 / 0.1911 Ha

---

Entry 2:
This record from OMol25 describes a cluster of 3 separate species, C2H10O2S2 in total. The level of theory is ωB97M-V/def2-TZVPD.

```
16
Properties=species:S:1:pos:R:3:forces:R:3
C 0.7276 2.4830 -0.3523 -0.033 0.361 0.505
C 0.0564 1.1550 -0.0362 0.500 0.265 0.424
S 0.0515 0.9799 1.7738 -0.230 -0.272 0.027
S -0.7772 -0.8952 2.0190 0.493 0.171 0.071
H 1.7972 2.3621 -0.4719 0.150 -0.020 -0.316
H 0.2602 2.9418 -1.2153 0.220 0.033 -0.321
H 0.6176 3.2022 0.4641 -0.182 0.016 0.035
H -0.9626 1.1567 -0.4008 -0.124 -0.345 -0.058
H 0.6767 0.3461 -0.4026 -0.396 -0.246 -0.295
H -2.0430 -0.5457 1.8243 -0.422 0.019 -0.022
H -1.8232 -2.9648 -0.3900 0.064 0.061 0.080
H -2.6533 -2.6621 -1.6252 -0.007 0.032 -0.051
O -1.9812 -2.2832 -1.0503 -0.052 -0.067 -0.050
H 1.8094 -1.9936 -0.7587 0.013 0.125 -0.087
H 2.0503 -1.8804 0.7235 0.041 0.194 0.055
O 2.1936 -1.4019 -0.1016 -0.033 -0.327 0.003
```
Positions in Å, forces in eV/Å.

Computed properties:
Net charge: 0
SMILES: CCSS.O.O
Max |F|: 0.01377 Eh/bohr
Electronic energy: -1029.0407 hartree
Energy above the lowest of the compared OMol25 structures with the same formula, charge and spin: 47.92 kJ/mol
Gap between HOMO and LUMO: 0.3325 Ha

---

Please write out number 1 again, unchanged.
This record from OMol25 describes a cluster of 3 separate species, C2H10O2S in total at a distorted geometry. The level of theory is ωB97M-V/def2-TZVPD.

```
15
Properties=species:S:1:pos:R:3:forces:R:3
C -0.2599 -0.4743 -2.3208 -0.474 -0.461 0.201
S -1.2317 0.9304 -1.7758 1.063 -0.052 0.150
C 0.1128 1.9175 -1.0261 -0.472 -0.571 -0.304
H -0.1816 -1.0723 -1.4061 0.097 -0.117 0.107
H -0.7748 -1.0916 -3.0548 -0.293 0.278 -0.002
H 0.7451 -0.2568 -2.6629 0.067 0.495 -0.010
H 0.1691 2.7817 -1.6905 0.281 0.141 0.161
H 0.9986 1.2978 -1.0253 0.276 0.112 -0.259
H -0.0744 2.2120 0.0032 -0.573 0.157 -0.091
H -0.2667 0.9529 2.4337 0.058 0.135 0.490
H -0.6161 0.2767 3.7932 0.049 0.216 0.001
O -0.6275 0.1609 2.8388 -0.034 -0.352 -0.493
H 0.3971 -2.4186 1.2597 -0.273 0.063 -0.401
H 0.8788 -2.2741 2.6517 0.060 0.084 0.445
O 0.7313 -2.9422 1.9822 0.167 -0.126 0.006
```
Positions in Å, forces in eV/Å.

Computed properties:
Net charge: +1
Max |F|: 0.02090 Eh/bohr
Electronic energy: -630.5175 hartree
<S²>: 0.753
Energy above the lowest of the compared OMol25 structures with the same formula, charge and spin: 16.02 kJ/mol
2S+1: 2
Gap between HOMO and LUMO (alpha / beta): 0.3693 / 0.1911 Ha

---

> Which value of energy above the lowest of the compared OMol25 structures with the same formula, charge and spin does entry 1 give?

16.02 kJ/mol

---

What did the second record say?
This record from OMol25 describes a cluster of 3 separate species, C2H10O2S2 in total. The level of theory is ωB97M-V/def2-TZVPD.

```
16
Properties=species:S:1:pos:R:3:forces:R:3
C 0.7276 2.4830 -0.3523 -0.033 0.361 0.505
C 0.0564 1.1550 -0.0362 0.500 0.265 0.424
S 0.0515 0.9799 1.7738 -0.230 -0.272 0.027
S -0.7772 -0.8952 2.0190 0.493 0.171 0.071
H 1.7972 2.3621 -0.4719 0.150 -0.020 -0.316
H 0.2602 2.9418 -1.2153 0.220 0.033 -0.321
H 0.6176 3.2022 0.4641 -0.182 0.016 0.035
H -0.9626 1.1567 -0.4008 -0.124 -0.345 -0.058
H 0.6767 0.3461 -0.4026 -0.396 -0.246 -0.295
H -2.0430 -0.5457 1.8243 -0.422 0.019 -0.022
H -1.8232 -2.9648 -0.3900 0.064 0.061 0.080
H -2.6533 -2.6621 -1.6252 -0.007 0.032 -0.051
O -1.9812 -2.2832 -1.0503 -0.052 -0.067 -0.050
H 1.8094 -1.9936 -0.7587 0.013 0.125 -0.087
H 2.0503 -1.8804 0.7235 0.041 0.194 0.055
O 2.1936 -1.4019 -0.1016 -0.033 -0.327 0.003
```
Positions in Å, forces in eV/Å.

Computed properties:
Net charge: 0
SMILES: CCSS.O.O
Max |F|: 0.01377 Eh/bohr
Electronic energy: -1029.0407 hartree
Energy above the lowest of the compared OMol25 structures with the same formula, charge and spin: 47.92 kJ/mol
Gap between HOMO and LUMO: 0.3325 Ha